Density functional theory data (ωB97M-V/def2-TZVPD) for a structure of composition CH2N3O3 at a distorted geometry.

E_tot: -429.133758 hartree
energy relative to the best compared isomer or geometry (same formula, charge and spin): 523.4 kJ/mol
largest force on an atom: 4.89 eV/Å
orbital gap: 0.2904 Ha
E_HOMO: -3.512 eV

The geometry in ORCA input format:
```
! RIJCOSX wB97M-V def2-TZVPD def2/J DEFGRID3
* xyz -1 1
H 2.888 -0.009 0.642
O 0.630 0.854 0.796
O -2.774 0.912 -0.136
N -0.212 -1.349 -0.390
O -1.332 -0.723 0.147
N 1.101 -0.162 0.307
C -1.706 0.390 -0.362
H -0.838 0.685 -1.129
N 2.243 -0.598 0.125
*
```

***

Density functional theory data (ωB97M-V/def2-TZVPD) for a structure of composition C26H50ErNP3S at a distorted geometry.

E_tot: -3511.771882 hartree
⟨S²⟩: 3.75
largest force on an atom: 4.36 eV/Å
orbital gap (alpha / beta): 0.2517 / 0.2551 Ha
E_HOMO (alpha / beta): -16.026 / -16.048 eV

The geometry in ORCA input format:
```
! RIJCOSX wB97M-V def2-TZVPD def2/J DEFGRID3
* xyz 3 4
H -0.529 -6.354 -4.130
C 2.845 2.381 -2.042
C 2.169 -3.193 0.061
H 4.552 0.912 -0.613
H -2.251 3.019 4.688
C -1.818 2.337 3.955
H -2.128 0.204 5.726
H -3.617 -0.234 -1.529
H -1.329 2.919 3.174
H -3.949 -1.362 -0.074
H 3.916 2.324 -2.264
H 3.800 -0.620 -0.073
C -1.112 -5.672 -3.502
C 0.446 2.436 0.695
H -2.565 0.240 1.344
C 2.184 2.947 2.286
H -0.904 0.939 -4.451
S -0.502 -2.132 -1.773
C 1.506 3.258 1.104
H 2.017 -4.171 0.537
C -0.114 -2.908 1.767
Er -0.102 0.050 -0.751
C 2.936 -0.289 -2.878
H -1.205 -0.858 -2.188
H -2.597 1.704 3.520
H 0.602 1.885 -4.186
H -1.007 -0.193 3.357
H -0.220 2.805 -0.101
H -0.959 4.503 -1.494
C -0.496 1.907 -4.131
H -0.887 2.705 -4.775
H 3.980 -0.001 -3.064
H 3.235 -2.933 0.098
N -0.818 1.498 4.656
H 3.351 0.932 0.714
C -1.280 -3.571 -2.296
H 2.696 3.119 -1.245
C 2.299 -1.604 2.326
C -0.348 3.954 -2.221
H 2.882 -1.358 -2.631
H 1.750 4.153 0.528
C -0.187 0.438 3.733
H -4.255 -5.251 -2.189
H 1.782 -1.031 3.103
C 3.629 0.452 -0.233
H -2.956 -6.789 -3.667
C -2.466 -5.924 -3.220
C -2.603 -3.880 -1.933
C -2.804 2.710 -2.620
H -2.980 2.997 -3.669
H -3.122 -3.206 -1.254
P 1.169 -1.909 0.914
H -0.039 2.125 4.911
C -3.526 -0.431 -0.455
C -0.516 -4.513 -3.019
H 0.541 -4.313 -3.189
C 0.574 1.178 2.682
H 0.688 3.930 -1.864
H 2.342 -0.078 -3.780
C -3.202 -5.045 -2.415
P 2.328 0.730 -1.489
H 0.470 -0.152 4.380
H -3.021 3.566 -1.959
H -0.500 -2.353 2.634
C 1.717 1.911 3.090
H 3.039 3.552 2.605
H -0.385 4.476 -3.187
C 0.178 1.241 1.358
H 3.167 -1.024 1.993
H -3.447 1.860 -2.352
H -0.512 0.483 6.462
H -0.953 -3.119 1.090
H 2.182 1.713 4.061
C -2.927 0.485 0.338
C -1.345 0.944 5.927
H -2.845 1.537 0.051
H 2.645 -2.555 2.758
H 0.308 -3.866 2.106
H 1.880 -3.283 -0.992
H 2.306 2.694 -2.942
P -1.034 2.250 -2.417
H -1.747 1.769 6.523
*
```

***

Density functional theory data (ωB97M-V/def2-TZVPD) for a cluster of 2 separate species, C4H9NO3 in total.

E_tot: -438.276679 hartree
energy relative to the best compared isomer or geometry (same formula, charge and spin): 137.5 kJ/mol
SMILES: NC(=O)O.C=CCO
largest force on an atom: 0.43 eV/Å
orbital gap: 0.4057 Ha
E_HOMO: -10.492 eV

The geometry in ORCA input format:
```
! RIJCOSX wB97M-V def2-TZVPD def2/J DEFGRID3
* xyz 0 1
H 0.520 -1.440 -2.241
H 2.804 0.220 2.904
C 0.876 0.738 3.156
C -0.356 -0.843 -2.466
O -0.091 -0.158 -3.688
O -0.313 0.694 2.509
O 0.986 1.231 4.240
H -0.863 -0.215 -4.256
C -1.529 0.040 -0.452
C -0.583 0.148 -1.366
N 1.894 0.096 2.493
H 1.884 0.052 1.491
H -2.222 -0.791 -0.525
H 0.134 0.964 -1.367
H -1.663 0.775 0.324
H -1.194 -1.523 -2.578
H -0.285 0.014 1.823
*
```

***

Density functional theory data (ωB97M-V/def2-TZVPD) for a structure of composition C35H36Ge2IrN3O3STe.

E_tot: -6669.771160 hartree
largest force on an atom: 0.27 eV/Å
orbital gap (alpha / beta): 0.2035 / 0.2101 Ha
E_HOMO (alpha / beta): -7.422 / -7.525 eV

The geometry in ORCA input format:
```
! RIJCOSX wB97M-V def2-TZVPD def2/J DEFGRID3
* xyz 0 1
Ir 1.167 0.497 1.623
N 1.135 -1.449 0.684
C -0.112 -3.316 -4.719
H -2.017 3.181 -3.650
H -1.779 -2.556 -2.644
H 3.040 -1.119 -0.017
C 2.113 -2.287 -3.439
C 0.036 -1.936 -4.641
C 1.945 -3.666 -3.516
H 5.865 2.994 5.909
C -1.567 2.503 -2.922
H -3.535 4.357 3.940
C -1.577 -0.895 -1.310
C 2.778 3.500 4.633
C 3.919 3.736 5.372
H -1.641 -1.517 -5.927
H -0.279 4.906 -0.789
C 1.160 -1.442 -3.982
O 4.742 -0.532 3.006
H -3.734 2.580 5.648
H -4.329 3.318 0.043
H -0.488 2.498 -3.075
C 0.819 -4.173 -4.149
H -4.443 3.723 -1.678
C -1.368 4.906 -0.821
O 2.584 -0.434 2.634
H -4.920 -2.067 0.220
C 0.130 -2.313 0.840
H 2.990 -1.872 -2.962
H -0.976 -3.733 -5.224
N 2.901 -4.587 -3.009
H 0.677 -5.246 -4.204
H -2.476 3.875 1.776
H 1.412 -5.011 -0.742
C -3.327 -0.633 0.311
C 0.199 -3.598 0.333
H -1.762 -0.163 3.030
S 1.113 2.233 2.995
H -1.619 -0.570 -4.441
H 1.304 -0.370 -3.907
H -1.694 5.547 -1.642
C -3.999 3.036 -0.957
C -2.171 0.825 3.214
H 3.999 4.637 5.967
C -2.562 3.085 2.512
C -3.426 -2.435 -1.276
H 1.964 4.215 4.640
C -2.063 1.816 2.240
Ge -1.263 1.406 0.506
C -2.115 -0.201 -0.229
C -3.159 3.362 3.736
H -3.927 -3.306 -1.679
C 4.841 1.680 4.568
O 4.950 -4.943 -2.116
C 3.705 0.090 3.096
C -3.270 2.366 4.694
N 3.626 -3.429 -1.078
H -1.947 1.496 -3.103
H -1.738 5.329 0.112
C 2.399 -3.122 -0.461
H 5.638 0.951 4.524
H -0.641 -4.265 0.461
H 3.171 -5.321 -3.646
C 2.645 2.347 3.852
C -0.989 -1.000 -5.223
H -2.853 0.316 5.179
C 4.963 2.820 5.337
Te 1.263 1.726 -0.520
C 3.689 1.413 3.824
C -2.225 -2.008 -1.826
C -3.980 -1.743 -0.211
C 3.889 -4.358 -2.073
C -2.778 1.094 4.430
H 4.451 -3.192 -0.547
H -0.628 -0.581 -1.735
H -0.751 -1.956 1.353
C 1.338 -4.011 -0.338
H -4.360 2.029 -1.170
H -3.765 -0.106 1.151
H -0.509 -0.173 -5.747
Ge -2.042 3.090 -1.113
C 2.244 -1.848 0.063
*
```

***

Density functional theory data (ωB97M-V/def2-TZVPD) for a cluster of 2 separate species, C4H11NOS in total at a distorted geometry.

E_tot: -687.008386 hartree
energy relative to the best compared isomer or geometry (same formula, charge and spin): 527.6 kJ/mol
largest force on an atom: 2.67 eV/Å
orbital gap: 0.1690 Ha
E_HOMO: -7.907 eV

The geometry in ORCA input format:
```
! RIJCOSX wB97M-V def2-TZVPD def2/J DEFGRID3
* xyz 0 1
H -1.020 -2.383 0.484
S 2.032 0.923 2.015
N -1.416 -0.684 -0.617
C -0.540 0.227 -0.124
H -1.283 2.146 -0.868
H 1.884 -0.277 0.438
H -2.051 1.662 0.655
O 1.730 -0.606 -0.499
H -0.185 -0.131 0.889
H -0.388 2.210 0.574
H 2.097 0.282 3.188
H 0.730 0.135 -2.004
H 0.136 -2.098 -0.798
C -0.935 -2.033 -0.552
H 1.110 1.350 -0.752
C 0.838 0.306 -0.937
C -1.140 1.606 0.075
H -1.599 -2.635 -1.168
*
```

***

Density functional theory data (ωB97M-V/def2-TZVPD) for the molecule C6H9NO2 at a distorted geometry.

E_tot: -439.169634 hartree
energy relative to the best compared isomer or geometry (same formula, charge and spin): 280.2 kJ/mol
SMILES: C=C(C)[C@H](N)C(O)=C=O
largest force on an atom: 2.68 eV/Å
orbital gap: 0.3159 Ha
E_HOMO: -8.226 eV

The geometry in ORCA input format:
```
! RIJCOSX wB97M-V def2-TZVPD def2/J DEFGRID3
* xyz 0 1
C -1.699 0.143 -0.848
H 0.765 0.490 -1.982
H 2.961 -1.786 0.605
C 0.747 0.550 0.063
H 1.166 1.204 0.832
C 0.364 -1.780 0.484
H -1.815 1.057 -1.431
H -2.361 0.908 1.682
C 1.278 -0.869 0.278
O 2.650 -1.016 0.118
H 2.013 1.406 -1.285
H -1.266 -0.611 -1.506
H -2.677 -0.219 -0.540
C -1.303 0.780 1.515
C -0.822 0.391 0.341
O -0.397 -2.683 0.522
H -0.662 0.954 2.365
N 1.058 1.080 -1.214
*
```

***

Question: Among the records above, which one has the lowest E_tot?
Answer: C35H36Ge2IrN3O3STe